1.
Computed, not measured: 2 unconnected molecules or ions with the total composition C3H6S2, with the ωB97M-V functional and the def2-TZVPD basis.

Its total energy is -24874.950 eV. As for the strongest force on any atom: 3.55 eV/Å. The energy above the lowest of the compared OMol25 structures with the same formula, charge and spin is 86.7 kcal per mole. The LUMO energy is 0.461 eV.

The geometry in ORCA input format:
```
! wB97M-V def2-TZVPD RIJCOSX def2/J DEFGRID3
* xyz 0 1
C 0.85 1.27 -0.20
C 1.08 0.12 0.06
C 1.29 -1.22 0.39
S -2.34 0.89 -0.21
S -3.02 -0.96 -0.61
H -1.36 0.67 0.76
H 0.80 2.30 -0.53
H 1.83 -1.11 1.28
H 0.29 -1.61 0.56
H 1.80 -1.51 -0.49
H -1.23 1.16 -1.01
*
```

---

2.
Computed, not measured: a molecular structure, C24H25HfN4O, with the ωB97M-V functional and the def2-TZVPD basis.

Its total energy is -34604.247 eV. As for the strongest force on any atom: 3.10 eV/Å. The LUMO energy is -3.411 eV.

The geometry in ORCA input format:
```
! wB97M-V def2-TZVPD RIJCOSX def2/J DEFGRID3
* xyz 1 1
C 2.37 0.03 1.23
C 2.38 -0.63 -0.03
C 2.13 0.34 -1.04
H 2.65 -1.67 -0.22
C 1.95 1.61 -0.40
C 2.13 1.41 1.01
H 1.88 2.57 -0.91
C -1.37 -1.92 1.50
C -0.10 -2.02 0.86
C -0.31 -1.88 -0.57
H 0.81 -2.42 1.32
C -1.72 -1.63 -0.76
C -2.35 -1.68 0.51
H 2.27 0.19 -2.11
H 2.20 2.21 1.75
H 2.63 -0.43 2.19
H -3.43 -1.57 0.67
H 0.37 -2.20 -1.36
H -1.57 -2.11 2.56
Hf 0.14 0.25 0.28
C -2.46 -1.50 -2.08
C -3.79 -2.26 -2.00
C -1.61 -2.08 -3.22
H -3.60 -3.31 -1.75
H -4.30 -2.23 -2.97
H -4.46 -1.84 -1.25
H -1.34 -3.12 -2.98
H -0.68 -1.51 -3.38
H -2.19 -2.07 -4.16
C -2.76 0.00 -2.35
C -1.53 0.85 -2.38
H -3.42 0.40 -1.56
H -3.27 0.11 -3.32
O -0.80 1.00 -1.32
N -1.19 1.48 -3.48
C -0.13 2.52 -3.59
H -1.74 1.31 -4.32
C 1.17 1.97 -4.09
C 2.36 2.63 -3.74
H 2.28 3.56 -3.18
C 3.59 2.11 -4.10
H 4.51 2.61 -3.78
C 3.65 0.94 -4.88
H 4.62 0.54 -5.17
C 2.47 0.31 -5.29
H 2.52 -0.57 -5.92
C 1.23 0.83 -4.91
H 0.30 0.36 -5.25
H -0.01 3.00 -2.61
H -0.51 3.27 -4.29
N -0.50 0.82 2.16
C -0.74 0.86 3.33
N -1.19 0.92 4.50
C -0.49 1.11 5.61
N 0.03 1.27 6.65
*
```

---

3.
Computed, not measured: 2 unconnected molecules or ions with the total composition C3H6NO2, with the ωB97M-V functional and the def2-TZVPD basis.

Its total energy is -8793.463 eV. As for the strongest force on any atom: 0.95 eV/Å. The energy above the lowest of the compared OMol25 structures with the same formula, charge and spin is 40.4 kcal per mole. The LUMO energy is 4.297 eV.

The geometry in ORCA input format:
```
! wB97M-V def2-TZVPD RIJCOSX def2/J DEFGRID3
* xyz -1 1
O 2.04 0.73 0.48
C 1.16 -0.09 0.13
N -0.07 0.19 -0.26
C -2.05 0.00 -0.46
O -2.53 0.97 0.14
C 1.54 -1.56 0.04
H -0.20 1.20 -0.21
H -2.07 -1.02 -0.04
H -2.09 -0.03 -1.56
H 0.90 -2.12 -0.64
H 2.51 -1.74 -0.44
H 1.51 -2.00 1.04
*
```